Density functional theory data (ωB97M-V/def2-TZVPD) for a molecular structure, C36H31N5SSbSn.

Results
HOMO: -15.64 eV
Total energy: -2516.0230 hartree
Net charge: +3
LUMO energy: -0.4258 Ha

Last column: Löwdin charge in e.
CARTESIAN COORDINATES (ANGSTROEM)
Sb (2.3626, 2.4263, 2.4008)  1.554
Sn (0.0946, 0.6527, -0.0163)  1.324
S (0.4659, -2.6124, 0.0182)  0.906
N (0.1134, 0.2867, 3.2259)  0.023
N (-0.4066, 0.6562, -2.4011)  -0.053
N (3.0475, 0.0336, 0.3828)  -0.006
N (0.1541, 3.0370, 0.0918)  -0.086
N (-2.2989, 0.6029, -0.4195)  -0.049
C (3.5146, 1.0572, 1.1187)  -0.446
C (4.8689, 1.3574, 1.1835)  -0.126
C (3.9185, -0.7403, -0.2882)  -0.327
C (-2.6983, 0.4332, -1.7069)  -0.184
C (0.3163, 0.9354, 5.9159)  -0.026
C (-0.1770, -6.2875, -1.2056)  -0.002
C (0.4974, 0.8137, -3.3548)  -0.103
C (0.9662, 1.2428, 3.6320)  -0.442
C (-4.0511, 0.3213, -2.0529)  -0.116
C (1.0520, 3.5068, 1.0068)  -0.431
C (-1.7035, 0.4596, -2.7480)  -0.186
C (-0.5335, -0.0640, 5.4958)  -0.010
C (3.3955, -1.9292, -1.0457)  -0.057
C (0.3495, -7.0108, -0.1112)  0.097
C (-4.4298, 0.1972, -3.4318)  0.019
C (0.9419, -5.0177, 1.0744)  -0.023
C (1.0883, 1.5971, 4.9687)  -0.132
C (-4.5859, 0.6246, 0.2723)  0.003
C (0.1818, 0.7570, -4.7143)  0.002
C (-3.4990, 0.2246, -4.4061)  0.018
C (1.2369, 4.8710, 1.1911)  -0.120
C (-3.2165, 0.7139, 0.5295)  -0.102
C (-1.1185, 0.5176, -5.0781)  0.049
C (0.4956, 5.7771, 0.4491)  -0.002
C (-0.4104, 5.2925, -0.4624)  0.006
C (5.2855, -0.4924, -0.2557)  -0.006
C (5.7685, 0.5698, 0.4772)  -0.021
C (-1.5067, -1.5017, 3.6986)  -0.030
C (0.9036, -6.3753, 1.0221)  0.000
C (-1.5603, 3.4321, -1.6409)  -0.002
C (-5.0005, 0.4066, -1.0167)  0.049
C (-2.1083, 0.3776, -4.0863)  -0.116
C (-0.5687, 3.9273, -0.6323)  -0.286
C (-0.6170, -0.3721, 4.1442)  -0.329
C (0.4023, -4.2442, -0.0311)  -0.648
C (-0.1673, -4.9293, -1.1775)  -0.026
H (6.8294, 0.7813, 0.5104)  0.129
H (-0.5718, -4.3459, -1.9943)  0.125
H (1.5144, 1.0005, -3.0322)  0.127
H (-0.5876, -6.8166, -2.0553)  0.138
H (3.3827, -2.8027, -0.3837)  0.081
H (1.9559, 5.2209, 1.9195)  0.086
H (1.7717, 2.3805, 5.2676)  0.084
H (0.9537, 0.9200, -5.4534)  0.129
H (-1.8103, -1.4002, 2.6586)  0.050
H (-1.0061, 5.9694, -1.0597)  0.132
H (5.2160, 2.1953, 1.7732)  0.087
H (-1.1351, -0.6162, 6.2078)  0.129
H (-1.3951, 0.4435, -6.1233)  0.142
H (-2.3371, 2.8405, -1.1572)  0.077
H (-1.0697, 2.8156, -2.3937)  0.071
H (-6.0547, 0.3104, -1.2485)  0.142
H (-2.8542, 0.8874, 1.5360)  0.122
H (-2.3957, -1.5675, 4.3245)  0.089
H (-2.0355, 4.2698, -2.1444)  0.103
H (4.0462, -2.1806, -1.8819)  0.096
H (2.3872, -1.7643, -1.4134)  0.014
H (-3.7886, 0.1733, -5.4483)  0.136
H (-0.9745, -2.4509, 3.8057)  0.086
H (-5.2942, 0.7449, 1.0802)  0.130
H (0.3887, 1.1959, 6.9640)  0.127
H (5.9591, -1.1401, -0.8033)  0.129
H (0.6249, 6.8433, 0.5893)  0.135
H (1.2950, -6.9683, 1.8382)  0.139
H (0.3270, -8.0946, -0.1427)  0.147
H (-5.4824, 0.1228, -3.6751)  0.136
H (1.3771, -4.4988, 1.9191)  0.129

***

Density functional theory data (ωB97M-V/def2-TZVPD) for a molecular structure, C36H32BMnN6O6S2.

Results
Spin multiplicity: 5
⟨S²⟩: 6.048
HOMO (spin up / spin down): -8.71 / -8.70 eV
Total energy: -4143.4131 hartree
Energy relative to the best compared isomer or geometry (same formula, charge and spin): 15.8 kcal/mol
Net charge: 0
LUMO energy (spin up / spin down): -0.0670 / -0.0329 Ha

Last column: Löwdin charge in e.
CARTESIAN COORDINATES (ANGSTROEM)
Mn (0.7766, -0.5884, -0.0258)  1.064
S (3.6695, -0.5533, 0.8780)  0.568
S (1.6162, -3.3433, 0.9457)  0.567
O (2.6136, -0.3399, -0.2404)  -0.406
O (4.2457, 0.7090, 1.2349)  -0.270
O (1.1266, -2.4194, -0.2001)  -0.403
O (2.8760, -3.9115, 0.6149)  -0.234
O (4.5395, -1.6221, 0.5309)  -0.233
O (0.5564, -4.2237, 1.3408)  -0.272
N (-1.0197, -1.2304, 0.7899)  0.021
N (-1.5212, -0.4792, 1.8017)  0.050
N (0.8525, 1.3319, 0.7948)  0.025
N (-0.0199, 1.5785, 1.8044)  0.050
N (-1.7954, 1.2980, 0.0711)  0.051
N (-1.0443, 0.7536, -0.9238)  0.052
C (-1.8635, -4.6400, -0.2845)  -0.036
C (-0.9868, 0.7048, -3.3642)  -0.159
C (0.9721, -2.3789, 3.3881)  -0.048
C (2.1633, 2.2706, -1.6794)  -0.031
C (4.6378, 3.4650, -1.3449)  -0.067
C (1.7833, -2.1553, 2.2813)  -0.228
C (-1.5733, 1.1362, -2.0763)  -0.232
C (0.1477, -0.1046, -3.4226)  -0.063
C (-3.2565, -0.6100, 3.5779)  -0.010
C (1.7318, 2.3337, 0.7507)  -0.210
C (-2.4817, -1.1776, 2.4363)  -0.255
C (-1.4729, -3.5549, -2.8135)  -0.062
C (0.3515, 2.7009, 2.4485)  -0.256
C (-2.7997, 2.0257, -0.4647)  -0.259
C (1.8092, -0.3850, 4.4308)  -0.054
C (0.9892, -1.4995, 4.4586)  -0.054
C (2.9484, 2.5448, -2.7875)  -0.063
C (2.6148, 2.5739, -0.4000)  -0.185
C (-3.8048, 2.7507, 0.3673)  -0.016
C (0.1019, -0.0985, -5.8198)  -0.082
C (-1.6547, -3.2737, -0.4254)  -0.183
C (-0.4284, 3.2585, 3.5915)  -0.010
C (1.4766, 3.2008, 1.8198)  0.061
C (2.6171, -0.1437, 3.3317)  -0.050
C (2.6169, -1.0202, 2.2529)  -0.230
C (-1.5655, 1.1046, -4.5657)  -0.025
C (-1.8685, -5.4601, -1.4007)  -0.066
C (-1.4746, -2.7368, -1.6954)  -0.031
C (-2.6166, -2.3968, 1.7983)  0.063
C (0.6907, -0.5054, -4.6307)  -0.066
C (3.8528, 3.1839, -0.2390)  -0.039
C (-1.6673, -4.9211, -2.6662)  -0.077
C (-1.0275, 0.7075, -5.7808)  -0.074
C (4.1907, 3.1409, -2.6206)  -0.078
C (-1.7075, -2.3719, 0.7344)  -0.210
C (-2.6964, 1.9506, -1.8374)  0.040
B (-1.4479, 1.0441, 1.5822)  -0.481
H (2.5850, 2.2996, -3.7775)  0.103
H (1.1745, 1.8455, -1.8087)  0.086
H (0.3546, -1.6882, 5.3152)  0.111
H (-3.3486, 2.4215, -2.5527)  0.107
H (-4.5123, 3.2616, -0.2826)  0.082
H (-1.3262, 3.7734, 3.2464)  0.083
H (1.9919, 4.1186, 2.0465)  0.122
H (-1.9744, -5.0671, 0.7034)  0.117
H (5.6088, 3.9232, -1.2108)  0.105
H (1.5724, -1.1324, -4.6416)  0.115
H (-1.4937, 1.0303, -6.7026)  0.104
H (-2.0117, -6.5261, -1.2823)  0.105
H (-3.7549, -1.4146, 4.1152)  0.085
H (1.8209, 0.3052, 5.2648)  0.112
H (0.1852, 3.9737, 4.1361)  0.085
H (-4.3613, 2.0660, 1.0081)  0.081
H (4.8103, 3.3541, -3.4819)  0.102
H (-3.3358, -3.1673, 2.0178)  0.122
H (-2.6059, -0.0773, 4.2705)  0.082
H (-4.0177, 0.0904, 3.2311)  0.083
H (-0.7401, 2.4716, 4.2775)  0.082
H (-3.3309, 3.4942, 1.0089)  0.081
H (0.5216, -0.4071, -6.7680)  0.104
H (-1.3648, -1.6641, -1.8097)  0.084
H (-1.6622, -5.5665, -3.5350)  0.102
H (-2.2213, 1.6061, 2.3020)  0.118
H (3.2546, 0.7273, 3.2828)  0.114
H (0.6326, -0.4357, -2.5109)  0.082
H (-1.3261, -3.1230, -3.7954)  0.103
H (4.2209, 3.3974, 0.7559)  0.117
H (-2.4469, 1.7331, -4.5530)  0.107
H (0.3276, -3.2463, 3.3830)  0.114

***

Density functional theory data (ωB97M-V/def2-TZVPD) for a molecular structure, C36H32BN12O9PbSe2.

Results
Spin multiplicity: 2
⟨S²⟩: 0.753
HOMO (spin up / spin down): -2.46 / -2.45 eV
Total energy: -7745.9405 hartree
Energy relative to the best compared isomer or geometry (same formula, charge and spin): 29.5 kcal/mol
Net charge: -2
LUMO energy (spin up / spin down): 0.1347 / 0.1214 Ha

Last column: Löwdin charge in e.
CARTESIAN COORDINATES (ANGSTROEM)
Pb (0.2657, 0.1089, -0.6577)  1.078
Se (2.2360, -0.6291, -2.5808)  0.475
Se (1.9533, -1.8214, 1.3374)  0.748
O (-4.0507, -5.3704, -6.4098)  0.004
O (-0.1999, -6.5679, -3.8669)  0.013
O (-4.8897, -3.3948, -6.2562)  0.020
O (2.0018, -3.6113, -0.6973)  -0.163
O (6.4296, -1.5719, -0.3846)  -0.073
O (-2.2484, 0.1452, -4.0338)  0.000
O (1.1964, -4.9870, -3.4485)  0.074
O (-0.1548, -2.8725, -2.2692)  -0.084
O (-1.7360, -0.5041, -1.9441)  -0.246
N (0.9840, 6.2403, 0.3294)  0.071
N (-0.2844, 0.2667, 2.9798)  0.139
N (-4.0345, -4.2238, -5.9613)  -0.381
N (0.2189, 2.3940, -1.7881)  -0.050
N (-1.4428, -1.6625, 1.4405)  0.098
N (-0.0591, 3.5831, -1.1879)  0.014
N (-1.0986, 3.2157, 1.1058)  -0.013
N (-0.0451, 5.3842, 0.5316)  -0.029
N (0.0769, -5.3752, -3.7148)  -0.350
N (-1.7936, 2.1842, 0.5910)  0.071
N (1.4353, 3.3198, 0.8932)  0.016
N (1.8187, 2.0312, 0.7004)  0.010
C (3.7977, -2.1653, 0.8073)  -0.516
C (-2.9863, -3.8443, -5.0624)  -0.171
C (-1.1440, -0.5889, 3.5676)  -0.156
C (4.0528, -2.2254, -0.6979)  -0.558
C (-3.0024, -3.4526, 1.1570)  -0.033
C (3.2736, -3.4188, -1.2872)  -0.253
C (5.5355, -2.5683, -0.8872)  -0.235
C (-2.9229, -2.5336, -4.5415)  0.044
C (-1.9641, -2.1637, -3.6498)  -0.038
C (2.2757, 3.9344, 1.7554)  -0.103
C (-1.4884, -0.4983, 4.9265)  -0.157
C (-1.9946, -4.7547, -4.7568)  0.048
C (2.9055, 1.8587, 1.4375)  -0.187
C (-0.9506, -3.1161, -3.1941)  -0.295
C (-2.0600, -2.5290, 0.6627)  -0.091
C (-2.6814, -2.4987, 3.3332)  -0.157
C (3.8024, -0.8585, -1.3945)  -0.565
C (-0.9806, -4.3948, -3.9030)  -0.065
C (-1.5440, 3.5224, 2.3495)  -0.131
C (-1.7571, -1.6237, 2.7490)  -0.163
C (-0.5773, 3.8217, -3.3257)  -0.053
C (-2.9792, -2.3974, 4.7361)  -0.041
C (0.4560, 7.4519, 0.3834)  -0.182
C (-2.5739, 2.6616, 2.6521)  -0.089
C (-1.2102, 6.0605, 0.6825)  -0.113
C (-1.9852, -0.7076, -3.1792)  -0.633
C (-0.5282, 4.4559, -2.1085)  -0.076
C (-0.9361, 7.4036, 0.6036)  -0.086
C (-0.0407, 1.4089, 5.0661)  -0.051
C (-3.3010, -3.4424, 2.4910)  -0.028
C (-2.6813, 1.8411, 1.5104)  -0.167
C (-0.9051, 0.5387, 5.6753)  -0.033
C (-0.1027, 2.5273, -3.0631)  -0.148
C (3.2426, 3.0306, 2.1343)  -0.081
C (-2.4102, -1.4414, 5.4993)  -0.044
C (0.2445, 1.2259, 3.7016)  -0.128
B (0.0815, 3.8568, 0.3252)  -0.659
H (-2.1438, 5.5396, 0.8255)  0.122
H (-0.7911, 5.4674, -1.8383)  0.109
H (4.0806, -3.1136, 1.2682)  0.064
H (-1.1532, 0.6359, 6.7275)  0.107
H (3.3999, 0.8997, 1.4603)  0.074
H (-3.6440, -1.7990, -4.8712)  0.122
H (1.0895, 8.3181, 0.2567)  0.087
H (-2.6443, -1.3619, 6.5557)  0.104
H (-3.1563, 2.6256, 3.5599)  0.084
H (3.7530, -0.0555, -0.6600)  0.025
H (4.4095, -1.3807, 1.2560)  0.060
H (-0.9193, 4.2233, -4.2656)  0.086
H (5.7180, -2.7422, -1.9549)  0.130
H (-1.6304, 8.2238, 0.6839)  0.078
H (4.0714, 3.1927, 2.8049)  0.081
H (5.7827, -3.4844, -0.3470)  0.120
H (-1.0971, 4.3178, 2.9270)  0.120
H (2.1447, 4.9705, 2.0143)  0.099
H (0.4187, 2.2239, 5.6107)  0.099
H (3.8589, -4.3245, -1.0802)  0.123
H (0.9364, 1.8909, 3.1863)  0.088
H (0.0068, 1.6908, -3.7373)  0.099
H (-1.8010, -2.4999, -0.3906)  0.091
H (4.6394, -0.6406, -2.0621)  0.036
H (-3.3523, 1.0149, 1.3169)  0.104
H (-1.9919, -5.7346, -5.2069)  0.120
H (1.2972, -3.3287, -1.3165)  0.028
H (6.1658, -0.7313, -0.7752)  0.069
H (3.1856, -3.3033, -2.3701)  0.102
H (-3.6829, -3.1030, 5.1665)  0.105
H (-3.4722, -4.1518, 0.4769)  0.106
H (-4.0180, -4.1375, 2.9149)  0.108